(1)
{
  "formula": "C8H28ClO14",
  "method": "ωB97M-V with the def2-TZVPD basis set",
  "elements": ["Cl", "O", "O", "O", "O", "O", "H", "H", "O", "H", "H", "O", "H", "H", "C", "C", "C", "O", "C", "O", "O", "H", "H", "H", "H", "H", "H", "C", "O", "H", "H", "H", "H", "C", "O", "H", "H", "H", "H", "C", "O", "H", "H", "H", "H", "C", "O", "H", "H", "H", "H"],
  "positions_angstrom": [[4.05016, 28.45103, -15.71948], [5.23936, 28.97639, -15.07615], [3.43066, 29.53292, -16.43208], [4.41092, 27.37836, -16.62416], [3.11660, 27.99488, -14.71424], [3.17129, 30.77081, -19.68645], [2.70770, 30.05019, -19.24486], [2.50809, 31.45880, -19.78160], [5.52789, 29.38621, -18.85463], [4.89715, 29.11655, -18.17422], [6.37662, 29.08652, -18.51818], [1.33539, 28.57864, -18.19732], [0.82467, 27.82529, -17.87196], [2.06194, 28.65673, -17.56532], [3.34550, 24.73910, -13.02798], [2.60586, 25.37853, -11.87869], [1.39450, 26.21132, -12.25395], [0.37893, 25.84643, -11.35591], [0.77096, 24.80882, -10.65313], [0.15020, 24.27385, -9.76206], [1.89512, 24.32857, -11.16287], [3.78278, 25.55104, -13.61422], [2.74504, 24.09372, -13.66668], [4.19469, 24.13643, -12.70260], [3.20274, 26.01748, -11.22670], [1.09062, 26.17711, -13.30122], [1.56641, 27.27064, -12.04727], [6.17101, 32.22548, -12.55178], [6.42418, 31.14753, -13.44149], [5.33201, 32.86102, -12.83095], [6.08762, 31.89026, -11.51368], [7.05595, 32.85947, -12.45474], [5.59718, 30.80377, -13.79652], [2.70609, 30.14968, -11.25679], [3.93184, 29.71361, -11.81477], [2.49869, 29.51952, -10.38718], [2.82416, 31.12810, -10.77898], [1.91490, 30.25427, -11.99744], [3.76928, 29.39932, -12.71006], [1.13808, 25.60996, -16.47228], [0.06224, 26.32768, -17.08080], [2.06391, 25.58972, -17.05178], [1.48166, 26.05612, -15.53697], [0.99968, 24.53708, -16.31354], [-0.74068, 26.04586, -16.63559], [8.63348, 28.27488, -14.01091], [8.81439, 29.67462, -13.96690], [7.67749, 28.01225, -14.46821], [9.37011, 27.92899, -14.74277], [8.85269, 27.69691, -13.11029], [8.07360, 30.12751, -13.54096]],
  "mulliken_charge": [1.440, -0.544, -0.721, -0.625, -0.472, -0.609, 0.339, 0.278, -0.668, 0.380, 0.291, -0.705, 0.347, 0.381, -1.306, 0.571, 0.325, -0.372, 0.576, -0.597, -0.394, 0.293, 0.325, 0.371, 0.245, -0.094, 0.006, -0.662, -0.423, 0.284, 0.242, 0.289, 0.263, -0.689, -0.466, 0.255, 0.271, 0.296, 0.257, -0.454, -0.579, 0.365, -0.014, 0.385, 0.288, -0.423, -0.515, 0.081, 0.239, 0.247, 0.404],
  "e_tot_ev": -49931.48889,
  "gap_ev": 9.758,
  "charge": -1
}

=====

(2)
{
  "formula": "C4H4LiNiO5",
  "method": "ωB97M-V with the def2-TZVPD basis set",
  "elements": ["O", "C", "O", "O", "C", "C", "H", "H", "H", "H", "O", "O", "C", "Li", "Ni"],
  "positions_angstrom": [[1.94862, -1.42277, 0.29485], [1.62441, -0.34060, -0.22320], [2.05386, -0.03403, -1.40287], [0.84033, 0.47242, 0.45205], [0.67226, 1.88805, 0.11542], [-0.06872, 2.17435, -1.17608], [1.67963, 2.33108, 0.08923], [0.16742, 2.26460, 1.01580], [-1.15701, 2.01613, -1.11419], [0.01394, 3.26594, -1.32368], [-2.26320, 1.09948, -4.92511], [-0.07121, 0.89929, -4.24610], [-1.13415, 0.94737, -4.74060], [2.99264, -1.81882, -1.33879], [0.99002, 1.07996, -2.57712]],
  "lowdin_spin": [0.009, 0.004, 0.067, 0.003, 0.034, 0.210, 0.002, 0.010, 0.014, 0.018, 0.011, 0.028, 0.013, 0.000, 1.578],
  "e_tot_ev": -55692.74129,
  "relative_energy_kj_mol": 0.0,
  "gap_ev": [8.860, 9.122],
  "charge": 1,
  "multiplicity": 3
}

=====

(3)
{
  "formula": "C6H10OS2",
  "method": "ωB97M-V with the def2-TZVPD basis set",
  "elements": ["C", "C", "S", "O", "C", "C", "C", "C", "S", "H", "H", "H", "H", "H", "H", "H", "H", "H", "H"],
  "positions_angstrom": [[-2.34446, -1.21564, 1.04855], [-1.30619, -0.83136, 0.04365], [-1.75751, -0.33031, -1.50141], [-0.06749, -0.88017, 0.42914], [1.01956, -0.45878, -0.29356], [2.01648, -1.43531, -0.60070], [1.12253, 0.79460, -0.69155], [0.11829, 1.91639, -0.37492], [1.02557, 3.45627, 0.14114], [-2.00400, -1.75215, 1.93249], [-3.13594, -1.60511, 0.42216], [-2.86125, -0.39898, 1.48474], [2.07393, -2.15535, 0.28617], [2.94464, -0.89044, -0.69535], [1.64374, -1.97196, -1.53324], [2.13941, 1.00766, -1.03389], [-0.44928, 1.80054, 0.49910], [-0.54725, 2.31276, -1.14329], [-0.21667, 4.11454, -0.18519]],
  "mulliken_charge": [-1.200, 0.606, -0.258, -0.420, 0.689, -1.185, -0.362, -0.891, -0.229, 0.321, 0.348, 0.315, 0.307, 0.388, 0.229, 0.309, 0.492, 0.390, 0.151],
  "e_tot_ev": -30099.92424,
  "relative_energy_kj_mol": 148.5,
  "gap_ev": 8.980,
  "smiles": "CC(=S)O/C(C)=C\\CS"
}